1.
8
Properties=species:S:1:pos:R:3 method="wB97M-V/def2-TZVPD" e_homo_ev="-8.287 / -8.540" charge=0 e_lumo_ev="0.4 / -0.1" homo_lumo_gap_ev="8.7 / 8.4"
C -0.815 -1.640 0.010
C 1.454 -0.522 -1.245
F -1.469 -0.488 0.039
I 2.845 -0.199 0.254
H -0.049 -1.632 0.747
H -1.474 -2.402 -0.391
H 0.654 0.142 -1.145
H 1.689 -1.175 -2.050

2.
8
Properties=species:S:1:pos:R:3 method="wB97M-V/def2-TZVPD" e_homo_ev=-9.664 charge=0 e_lumo_ev=0.5 homo_lumo_gap_ev=10.2 smiles=C[C@H](F)I
C 0.014 0.534 0.614
C -0.165 -0.475 -0.523
F -0.495 -1.681 -0.004
I 1.573 -0.552 -1.777
H 0.835 0.491 1.374
H 0.040 1.467 0.165
H -0.815 0.341 1.406
H -0.986 -0.126 -1.254

3.
9
Properties=species:S:1:pos:R:3 method="wB97M-V/def2-TZVPD" e_homo_ev=-9.113 charge=0 e_lumo_ev=-1.3 homo_lumo_gap_ev=7.8
C -1.037 0.374 -0.435
C 1.112 0.232 0.531
O 0.377 0.718 -0.378
F 0.234 -2.105 0.205
I 3.096 0.235 0.070
H -1.250 -0.609 -1.008
H -1.614 1.140 -0.806
H -1.535 0.273 0.531
H 0.617 -0.260 1.290

4.
8
Properties=species:S:1:pos:R:3 method="wB97M-V/def2-TZVPD" e_homo_ev=-10.175 charge=0 e_lumo_ev=1.2 homo_lumo_gap_ev=11.4
C -0.222 -1.070 0.652
C 0.376 0.876 -0.484
N 0.657 -0.308 0.267
F -0.048 -2.168 1.322
H -1.705 -0.865 0.299
H 0.318 0.633 -1.546
H 1.197 1.573 -0.329
H -0.573 1.328 -0.181

5.
8
Properties=species:S:1:pos:R:3 method="wB97M-V/def2-TZVPD" e_homo_ev="-9.762 / -9.332" charge=0 e_lumo_ev="-0.1 / -0.1" homo_lumo_gap_ev="9.7 / 9.3" smiles="C/C=N/F"
C -0.396 0.349 -0.834
C 0.492 0.083 0.240
N -0.380 -0.335 1.522
F 0.426 -0.995 2.464
H -1.459 0.040 -0.595
H -0.164 -0.421 -1.667
H -0.022 1.340 -1.277
H 1.503 -0.061 0.147

6.
10
Properties=species:S:1:pos:R:3 method="wB97M-V/def2-TZVPD" e_homo_ev=-7.486 charge=0 e_lumo_ev=0.9 homo_lumo_gap_ev=8.4
C 1.473 -0.380 -0.543
C -1.813 -0.263 0.396
N -1.162 0.550 -0.330
N -0.127 1.211 0.108
N 1.046 0.729 0.039
F -2.963 -0.652 -0.054
H 0.758 -1.084 -0.930
H 2.392 -0.723 -0.318
H -1.279 -0.833 1.185
H 1.674 1.445 0.447

Across the entries above, ΔE to the lowest compared entry with this formula, charge and spin takes the values 3.719, 0.052, 3.305, 1.818, 4.517, 3.788 eV, respectively.
Across the entries above, DFT total energy takes the values -12952.6617, -12956.3285, -15000.4602, -6344.1814, -6341.4822, -9322.1781 eV, respectively.
Across the entries above, largest force on an atom takes the values 1.50, 3.64, 3.31, 5.25, 10.72, 3.50 eV Å⁻¹, respectively.